No. 1
20
Properties=species:S:1:pos:R:3:forces:R:3:mulliken_charge:R:1 method="wB97M-V/def2-TZVPD" homo_energy_ev=-7.390 largest_force_ev_per_a=1.336 de_lowest_kcal_mol=32.5 smiles="CC(C)=C(C)N.O"
C 0.2319 0.7434 -1.2959 -0.3914 -0.0857 -1.2748 -1.276
N 1.8230 -1.2429 0.0051 0.3605 0.3070 -0.4213 -0.410
C 0.4606 -1.1988 0.2285 0.0117 0.7203 0.9147 0.687
C -0.3395 -0.3600 -0.4354 -0.0474 0.6588 -0.5948 0.677
C -1.8505 -0.3822 -0.4331 0.3177 -0.5810 0.4051 -1.406
C 0.0371 -1.8912 1.4841 0.3464 -0.0132 0.2607 -1.324
H -0.3814 0.9864 -2.1709 -0.4854 -0.3093 0.1216 0.381
H 0.2452 1.6985 -0.7724 0.4805 -0.0981 0.1389 0.002
H 1.1687 0.5550 -1.8228 0.3756 -0.0196 0.6122 0.438
H 2.2398 -0.5316 -0.5662 0.0931 -0.1712 0.0194 0.125
H 2.4445 -1.8319 0.5167 -0.0885 -0.0553 0.2940 0.171
H -2.1740 -1.2282 -1.0487 -0.2360 0.3150 -0.2169 0.256
H -2.3089 -0.5577 0.5365 0.0026 0.1215 0.2425 0.367
H -2.2326 0.5542 -0.8258 -0.1953 -0.0205 -0.1009 0.378
H -1.0160 -1.7441 1.6956 -0.0918 -0.5394 -0.1446 0.280
H 0.5649 -1.4643 2.3489 0.0373 0.3454 -0.3043 0.335
H 0.3865 -2.9124 1.5049 -0.4945 -0.7066 -0.0955 0.349
H -0.2460 4.0802 -0.0503 0.0912 0.0144 0.0458 0.322
H 0.3708 2.9300 0.7349 0.0649 0.1411 0.0579 0.316
O 0.5760 3.7975 0.3665 -0.1510 -0.0235 0.0404 -0.668

---

No. 2
20
Properties=species:S:1:pos:R:3:forces:R:3:mulliken_charge:R:1 method="wB97M-V/def2-TZVPD" homo_energy_ev=-9.998 largest_force_ev_per_a=12.352 de_lowest_kcal_mol=48.1 smiles="CCC(N)=O.CC"
C -0.3439 0.3489 3.1276 -1.1813 -2.9655 3.7052 -0.902
C -1.8325 0.4701 3.0238 -0.5850 -1.8675 -1.2934 -0.743
H 0.0856 1.1837 3.4427 1.6889 4.3276 0.8705 0.382
H 0.0525 -0.2977 4.0592 -1.2806 0.5246 -2.2800 0.258
H 0.1112 0.0910 2.2608 1.4195 -1.2910 -2.5123 0.234
H -2.2645 0.9625 3.8393 -0.6094 0.5268 1.4773 0.375
H -2.2460 -0.5579 2.9427 -0.0988 0.5731 0.2694 0.222
H -2.2461 0.9797 2.1470 0.6522 0.1279 -0.0815 0.198
C -0.4600 -0.5143 -1.1911 -0.8179 1.5748 0.5183 -0.334
C -0.9263 0.8118 -0.5312 3.9128 -3.1211 3.2526 -0.999
C 0.9248 -0.3579 -1.7559 0.1492 -0.9294 1.8686 0.425
O 1.2993 0.6729 -2.2796 0.0919 -0.7943 -0.1814 -0.596
N 1.7333 -1.4595 -1.5021 2.6490 9.0893 -7.9331 -0.397
H -0.6863 -1.2852 -0.4660 0.6229 -0.6914 -0.2094 0.329
H -1.0655 -0.6373 -2.0465 -1.0204 -0.5637 -1.0592 0.295
H -0.2084 0.8987 0.3990 -1.2258 0.2174 -1.6267 0.046
H 2.6912 -1.2177 -1.7063 0.1606 -0.5218 0.0373 0.244
H 1.5669 -2.0821 -0.9270 -2.3813 -7.3634 6.9258 0.169
H -1.8523 0.6903 -0.0742 -1.9664 0.4075 0.0016 0.301
H -0.6386 1.5535 -1.1577 -0.1802 2.7402 -1.7494 0.494

---

No. 3
20
Properties=species:S:1:pos:R:3:forces:R:3:mulliken_charge:R:1 method="wB97M-V/def2-TZVPD" homo_energy_ev=-8.325 largest_force_ev_per_a=2.421 de_lowest_kcal_mol=32.9 smiles=CN[C@@H](C)CCO
C 1.0073 -1.3277 -1.8736 -0.3415 0.2186 0.3068 -0.928
N 0.5885 -0.0268 -1.3964 0.3266 -0.3941 -0.7093 -0.326
C 0.8560 0.4054 -0.0479 0.0061 1.4036 -0.1894 0.303
C -0.4326 0.6424 0.7508 -0.2216 -2.4102 -0.0442 -0.692
C -1.1270 -0.6999 0.9852 -0.9512 0.4888 -0.9073 -0.518
O -2.3473 -0.5312 1.7222 0.2474 0.0269 -0.2214 -0.521
C 1.6042 1.7508 -0.0637 0.4506 -0.5825 -0.6172 -1.603
H 0.8707 -1.3361 -2.9541 0.2127 -0.1849 -0.0257 0.350
H 0.4557 -2.1753 -1.4512 -0.2027 -0.1085 0.0588 0.286
H 2.0469 -1.4978 -1.6212 0.3419 0.0338 -0.1802 0.293
H -0.2508 0.2837 -1.8475 -0.2799 0.2660 0.2870 0.244
H 1.5135 -0.3406 0.3923 -0.0744 -0.1762 0.3204 0.487
H -1.1071 1.1513 0.0771 -0.1665 0.9239 0.2615 0.262
H -0.3071 1.0771 1.7357 0.1698 0.6556 -0.1390 0.361
H -0.5142 -1.4183 1.4731 0.7888 -0.5300 0.6867 0.312
H -1.3660 -1.1200 -0.0005 0.0674 -0.0430 0.0705 0.253
H -3.0034 -1.0600 1.2643 -0.1930 0.0314 0.2050 0.331
H 1.9140 1.9721 0.9525 0.0899 0.5004 0.0261 0.394
H 2.4565 1.7313 -0.7502 0.2274 -0.3619 0.3802 0.405
H 0.9992 2.5257 -0.5220 -0.4978 0.2423 0.4308 0.308